Density functional theory data (ωB97M-V/def2-TZVPD) for a molecular structure, C17H28NO2P2ReTe at a distorted geometry.

Values from the calculation:
E: -1897.68704 Ha
Net charge: +3
Expectation value of S²: 3.79
Kohn-Sham gap (alpha / beta): 0.1940 / 0.2141 Eh
Largest force on an atom: 3.94 eV/A
E_HOMO (alpha / beta): -17.498 / -17.617 eV
Spin multiplicity: 4

CARTESIAN COORDINATES (ANGSTROEM)
Re (0.1352, -0.3792, 0.3070)
P (1.2525, -0.1535, -1.7038)
C (1.4522, -1.9876, -1.8491)
C (0.7773, -2.8236, -0.8086)
N (0.0604, -2.3114, 0.1840)
C (-0.5188, -2.7986, 1.2771)
C (-0.3149, -4.1493, 1.3873)
C (0.3630, -4.8615, 0.4188)
C (0.8972, -4.1871, -0.6621)
C (-1.1615, -1.9251, 2.3060)
P (-1.6608, -0.2302, 1.7156)
H (1.4516, -4.6609, -1.4272)
H (-0.7279, -4.5848, 2.2577)
H (0.4802, -5.9372, 0.5107)
H (-2.0863, -2.4290, 2.6344)
H (-0.5091, -1.8214, 3.1926)
H (1.0612, -2.2650, -2.8177)
H (2.5270, -2.2267, -1.8479)
H (-4.3023, -3.4613, -3.6172)
O (-3.5818, -3.5085, -4.1971)
H (-3.1707, -2.6270, -4.1693)
H (-1.6566, 1.8947, -1.9968)
O (-2.0833, 1.0552, -1.5861)
H (-3.0408, 1.0976, -1.4238)
C (-3.4112, -0.5182, 1.3687)
H (-3.8293, -1.1170, 2.1837)
H (-3.9024, 0.4568, 1.3217)
H (-3.5350, -1.0483, 0.4200)
C (-1.7256, 0.7625, 3.2111)
H (-2.1630, 1.7236, 2.9376)
H (-2.3602, 0.2761, 3.9545)
H (-0.7334, 0.9368, 3.6262)
C (2.9734, 0.4162, -1.6807)
H (3.5761, -0.1556, -2.3905)
H (2.9687, 1.4705, -1.9619)
H (3.4005, 0.3251, -0.6808)
C (0.7496, 0.3231, -3.3817)
H (1.0888, 1.3510, -3.5329)
H (1.2195, -0.3320, -4.1234)
H (-0.3374, 0.2831, -3.4851)
Te (1.6826, 0.7224, 1.7164)
C (1.6788, 2.9210, 1.4119)
C (2.6923, 3.4437, 0.6090)
C (2.7145, 4.8260, 0.3711)
C (1.7246, 5.6472, 0.9337)
C (0.7029, 5.0971, 1.7239)
C (0.6645, 3.7113, 1.9515)
H (3.4513, 2.7811, 0.1935)
H (3.5057, 5.2553, -0.2463)
H (1.7488, 6.7241, 0.7520)
H (-0.0600, 5.7415, 2.1663)
H (-0.1279, 3.2572, 2.5461)

=====

Density functional theory data (ωB97M-V/def2-TZVPD) for 2 unconnected molecules or ions with the total composition C8H12 at a distorted geometry.

Values from the calculation:
E: -311.72174 Ha
Net charge: 0
Kohn-Sham gap (alpha / beta): 0.2661 / 0.3406 Eh
Largest force on an atom: 4.09 eV/A
E_HOMO (alpha / beta): -6.897 / -8.555 eV

CARTESIAN COORDINATES (ANGSTROEM)
C (1.6976, 1.8150, -0.0788)
C (2.6120, 0.9269, 0.0209)
C (-3.1333, 0.6006, 0.5133)
C (-2.0155, 1.1719, 0.0373)
C (1.3507, 0.4712, -0.7827)
C (-0.1772, -1.4807, -1.1865)
C (0.5177, -1.0188, 1.1484)
C (0.4108, -0.5148, -0.1865)
H (1.4679, 2.8513, 0.2787)
H (3.4512, 0.7438, 0.5566)
H (-4.1072, 1.1643, 0.7019)
H (-3.0685, -0.4905, 0.6315)
H (-1.6568, 2.1926, -0.0153)
H (1.6459, 0.2782, -1.8520)
H (0.5491, -2.3097, -1.2099)
H (-0.0995, -1.0258, -2.2591)
H (-1.1722, -1.8137, -1.0370)
H (0.7822, -2.1093, 1.1101)
H (1.3404, -0.4359, 1.7252)
H (-0.3955, -1.0164, 1.8838)

=====

Density functional theory data (ωB97M-V/def2-TZVPD) for C10H12 in the gas phase at a distorted geometry.

Values from the calculation:
E: -387.97804 Ha
Net charge: 0
Kohn-Sham gap: 0.3041 Eh
Largest force on an atom: 4.46 eV/A
E_HOMO: -7.671 eV

CARTESIAN COORDINATES (ANGSTROEM)
C (-0.2567, -0.9292, 2.3112)
C (0.6917, -1.3589, 1.4635)
C (0.3503, 1.3961, 2.1521)
C (1.4354, 1.1286, 1.4811)
C (-0.5816, 0.3839, 1.7104)
C (0.8711, -0.0520, 0.6904)
C (0.0285, 0.2026, -0.3833)
C (0.0347, 1.4782, -1.1072)
C (-0.5270, -1.2353, -2.3910)
C (-0.8404, -0.8384, -0.9469)
H (-0.6372, -1.3702, 3.2647)
H (1.3216, -2.2670, 1.4529)
H (0.0889, 2.1418, 2.7854)
H (2.3630, 1.5345, 1.2235)
H (0.7591, 2.2408, -0.6834)
H (-1.0911, 1.8491, -0.9430)
H (0.1881, 1.5618, -2.1994)
H (-0.6493, -0.2592, -3.0110)
H (-1.2940, -1.9100, -2.9208)
H (0.3696, -1.5609, -2.8086)
H (-0.7333, -1.6058, -0.1784)
H (-1.8914, -0.5308, -0.9621)

=====

Density functional theory data (ωB97M-V/def2-TZVPD) for 2 unconnected molecules or ions with the total composition C6H18NO at a distorted geometry.

Values from the calculation:
E: -369.17188 Ha
Net charge: +1
Kohn-Sham gap: 0.4436 Eh
Largest force on an atom: 1.30 eV/A
E_HOMO: -15.109 eV

CARTESIAN COORDINATES (ANGSTROEM)
C (-1.5605, -1.0727, -1.6249)
C (-1.0232, 0.0082, -0.7125)
C (0.5135, 0.0517, -0.6569)
C (0.9744, 1.3476, 0.0076)
C (1.0915, -1.1667, 0.0429)
C (2.6169, -1.1997, 0.0399)
N (-1.5818, -0.1804, 0.6817)
H (-2.6519, -1.1396, -1.5708)
H (-1.1566, -2.0679, -1.4235)
H (-1.4206, -0.7660, -2.6648)
H (-1.3148, 1.0029, -1.0325)
H (0.7864, 0.0854, -1.7066)
H (1.2362, 1.1759, 1.0566)
H (0.2643, 2.1676, -0.0681)
H (1.9071, 1.6808, -0.4642)
H (0.7380, -2.0751, -0.4624)
H (0.7339, -1.2509, 1.0664)
H (3.0158, -1.9108, -0.6836)
H (2.9979, -1.5213, 1.0043)
H (3.0379, -0.2111, -0.1315)
H (-1.1559, 0.4404, 1.3835)
H (-1.5255, -1.1784, 0.9239)
H (-2.5896, -0.0389, 0.6253)
H (-2.0431, 2.8506, 2.4145)
H (-0.5411, 2.7078, 1.8479)
O (-1.3494, 2.2607, 2.1080)

=====

Density functional theory data (ωB97M-V/def2-TZVPD) for a molecular structure, C3H6N2O2 at a distorted geometry.

Values from the calculation:
E: -377.69247 Ha
Net charge: 0
Kohn-Sham gap (alpha / beta): 0.2971 / 0.2972 Eh
Largest force on an atom: 1.90 eV/A
E_HOMO (alpha / beta): -7.487 / -7.488 eV

CARTESIAN COORDINATES (ANGSTROEM)
C (0.2559, 1.2601, 1.0420)
C (-0.2643, -0.3172, -0.1321)
C (-0.9894, 0.7841, -0.5061)
N (-0.7590, -1.4515, 0.4680)
O (1.1144, -1.1913, -1.6616)
N (1.0328, -0.1988, -0.5909)
O (-1.5183, 1.6730, -1.0576)
H (1.8975, -0.9156, -2.1507)
H (-0.0886, -2.2081, 0.4832)
H (-1.7008, -1.7294, 0.2305)
H (0.5669, 2.1820, 0.5592)
H (1.0219, 0.7097, 1.5785)
H (-0.5689, 1.4029, 1.7375)

=====

Density functional theory data (ωB97M-V/def2-TZVPD) for 7 unconnected molecules or ions with the total composition C39H42BNO24 at a distorted geometry.

Values from the calculation:
E: -3396.69368 Ha
Net charge: 0
Kohn-Sham gap: 0.3036 Eh
Largest force on an atom: 1.73 eV/A
E_HOMO: -9.269 eV
SMILES: C#Cc1ccc(COO)c2c1C(=O)c1c(ccc(N(C)C(C)=O)c1B(C)O)C2=O.O=C1OCCO1.O=C1OCCO1.O=C1OCCO1.O=C1OCCO1.O=C1OCCO1.O=C1OCCO1

CARTESIAN COORDINATES (ANGSTROEM)
C (5.5909, -2.4718, 3.0513)
C (5.3415, -1.3528, 2.6959)
C (4.9493, -0.0237, 2.3065)
C (5.7241, 1.0759, 2.6723)
C (5.3491, 2.3623, 2.3137)
C (4.1936, 2.5933, 1.5887)
C (3.7482, 3.9896, 1.2267)
O (4.7502, 4.9189, 1.6097)
O (4.1288, 6.1572, 1.9383)
C (3.3976, 1.5032, 1.2121)
C (3.7788, 0.2080, 1.5759)
C (2.8536, -0.9111, 1.1650)
O (3.2579, -1.9700, 0.7541)
C (1.4067, -0.5700, 1.2650)
C (1.0271, 0.7221, 0.8815)
C (-0.3017, 1.0886, 0.9114)
C (-1.2496, 0.1719, 1.3669)
C (-0.8890, -1.1110, 1.7727)
N (-1.8220, -2.0684, 2.2762)
C (-3.2319, -1.8174, 1.9072)
C (-1.7531, -2.2482, 3.6892)
C (-0.7721, -1.4665, 4.5331)
O (-2.4895, -3.0511, 4.2181)
C (0.4632, -1.4876, 1.6865)
B (0.9454, -2.9562, 2.0804)
C (0.4463, -4.2054, 1.2633)
O (1.8235, -3.1083, 3.1449)
C (2.1070, 1.6615, 0.4505)
O (1.9606, 2.4710, -0.4368)
H (5.8180, -3.3895, 3.5390)
H (6.6125, 0.8909, 3.2599)
H (5.9800, 3.1846, 2.6187)
H (3.5935, 4.0754, 0.1472)
H (2.7881, 4.2188, 1.6956)
H (3.8119, 6.5165, 1.0936)
H (-0.6051, 2.0776, 0.5965)
H (-2.2742, 0.5164, 1.3906)
H (-3.2723, -1.5916, 0.8457)
H (-3.6297, -0.9423, 2.4347)
H (-3.8463, -2.6786, 2.1362)
H (-0.8834, -1.8137, 5.5559)
H (-0.9382, -0.3895, 4.4847)
H (0.2623, -1.6435, 4.2377)
H (-0.0902, -4.8575, 1.9572)
H (-0.1829, -3.9218, 0.4244)
H (1.3294, -4.7130, 0.8586)
H (2.5814, -3.6189, 2.8354)
C (-4.3017, -1.4412, -2.4047)
C (-3.3264, -1.5456, -3.5512)
O (-2.0927, -1.8385, -2.8771)
C (-2.3862, -2.3930, -1.6857)
O (-1.5760, -2.8815, -0.9583)
O (-3.7068, -2.3028, -1.4182)
H (-5.2999, -1.7811, -2.6575)
H (-4.3549, -0.4321, -1.9870)
H (-3.5646, -2.3703, -4.2221)
H (-3.2389, -0.6320, -4.1237)
C (4.6954, 4.7902, -2.6729)
C (3.3776, 5.4641, -2.9656)
O (3.8050, 6.6900, -3.5681)
C (5.0413, 6.4990, -4.1018)
O (5.5956, 7.2784, -4.8027)
O (5.5530, 5.3126, -3.6942)
H (4.6475, 3.7062, -2.7375)
H (5.0930, 5.0759, -1.6961)
H (2.7630, 4.9115, -3.6783)
H (2.7926, 5.6644, -2.0705)
C (-4.1123, -6.6377, 4.3575)
C (-4.5305, -5.2882, 3.8196)
O (-5.3173, -5.6560, 2.6716)
C (-5.7734, -6.9139, 2.8571)
O (-6.5857, -7.4468, 2.1671)
O (-5.1846, -7.4884, 3.9271)
H (-4.0228, -6.6611, 5.4401)
H (-3.1819, -6.9944, 3.9126)
H (-5.1659, -4.7405, 4.5180)
H (-3.6903, -4.6621, 3.5384)
C (-6.2774, -6.7419, -1.0448)
C (-7.6274, -6.1103, -1.2938)
O (-7.2683, -4.8327, -1.8375)
C (-6.0302, -4.9359, -2.3711)
O (-5.5125, -4.0962, -3.0382)
O (-5.4579, -6.1106, -2.0409)
H (-6.2756, -7.8202, -1.1780)
H (-5.8834, -6.5032, -0.0583)
H (-8.2150, -6.6532, -2.0366)
H (-8.2154, -5.9902, -0.3881)
C (2.5012, 10.3377, -1.4739)
C (2.7802, 8.9278, -1.9455)
O (2.4493, 8.1505, -0.7846)
C (1.5789, 8.8676, -0.0257)
O (0.9953, 8.4336, 0.9116)
O (1.4789, 10.1340, -0.4885)
H (2.1434, 10.9922, -2.2640)
H (3.3653, 10.7971, -0.9909)
H (2.1344, 8.6251, -2.7690)
H (3.8131, 8.7626, -2.2262)
C (1.8630, -0.2526, -5.0496)
C (1.2595, 0.6321, -3.9782)
O (-0.0914, 0.7720, -4.4283)
C (-0.3851, -0.2891, -5.2175)
O (-1.4787, -0.5672, -5.5884)
O (0.7296, -0.9986, -5.5011)
H (2.6311, -0.9230, -4.6730)
H (2.2636, 0.3199, -5.8886)
H (1.2547, 0.1574, -2.9953)
H (1.7365, 1.6061, -3.9034)